Here is the ion CH3N2O3S with charge +1 in a non-equilibrium geometry from the Open Molecules 2025 dataset. Energies are from ωB97M-V/def2-TZVPD.

Geometry as XYZ:
```
10
Properties=species:S:1:pos:R:3
C -0.014 -2.577 0.159
N 0.353 -1.502 0.172
S 0.978 0.375 -0.111
O 2.177 0.118 0.523
O 0.712 0.570 -1.530
O -0.129 1.084 0.809
N -1.069 1.945 0.203
H -0.379 -3.565 0.246
H -0.646 1.999 -0.688
H -1.984 1.553 0.217
```

## Properties
total charge: +1
HOMO level: -15.607 eV
gap between HOMO and LUMO: 10.39 eV
electronic energy: -772.86819 Ha

Atom charges from the natural (NBO) analysis, given in e for atoms 1 to 4: 0.41, -0.46, 2.45, -0.74